Record 1
A molecular structure, C4H7Br2NaO4 in a non-equilibrium geometry, computed with the ωB97M-V functional and the def2-TZVPD basis.

```
18
Properties=species:S:1:pos:R:3
Na 1.123 1.592 0.745
C 0.252 1.961 -2.011
O -0.087 2.136 -3.247
O 1.219 2.687 -1.477
O -0.424 1.153 -1.231
C -0.823 1.246 3.647
O -0.735 1.681 2.365
H -0.824 0.134 3.698
H -0.010 1.608 4.337
H -1.745 1.644 4.143
Br -1.328 -2.898 -2.769
C -0.236 -2.505 -1.185
C 0.781 -1.458 -1.558
Br 1.895 -1.127 -0.005
H 0.186 -3.441 -0.828
H -0.943 -2.142 -0.445
H 0.275 -0.511 -1.804
H 1.425 -1.760 -2.377
```

## Properties
HOMO energy: 0.66 eV
charge: -2
lowest unoccupied orbital energy: 4.20 eV
2S+1: 1

***

Record 2
A molecular structure, C4H7BrCuMgN, computed with the ωB97M-V functional and the def2-TZVPD basis.

```
15
Properties=species:S:1:pos:R:3
Cu -0.631 -4.901 3.484
Mg 0.728 -0.723 4.543
Br -0.569 -2.164 3.178
C 0.062 1.819 -1.683
C 0.555 1.107 -0.426
C -0.215 -0.216 -0.157
C -0.412 -1.025 -1.365
N -0.595 -1.662 -2.302
H 0.629 2.734 -1.853
H -0.990 2.079 -1.608
H 0.278 1.173 -2.534
H 0.432 1.774 0.432
H 1.606 0.828 -0.515
H -1.216 -0.014 0.234
H 0.337 -0.808 0.573
```

## Properties
HOMO energy: -16.07 eV
charge: +2
lowest unoccupied orbital energy: -11.82 eV
2S+1: 1

***

Record 3
2 unconnected molecules or ions with the total composition C4H7BrF4N2 in a non-equilibrium geometry, computed with the ωB97M-V functional and the def2-TZVPD basis.

```
18
Properties=species:S:1:pos:R:3
C 2.717 0.212 0.536
C 1.531 -0.450 -0.359
C 0.179 -0.275 0.345
C -0.410 1.120 0.113
N -0.517 1.794 1.160
N -3.012 -1.376 -0.922
F -3.947 -2.011 -1.653
F -1.025 3.021 1.161
F -2.937 -2.297 0.113
F -3.738 -0.354 -0.375
Br -0.614 1.899 -1.683
H 3.552 0.464 -0.174
H 2.284 1.189 0.760
H 3.035 -0.299 1.472
H 1.599 0.194 -1.222
H 1.665 -1.424 -0.665
H -0.669 -1.000 -0.115
H 0.308 -0.409 1.507
```

## Properties
HOMO energy: -10.57 eV
lowest unoccupied orbital energy: 0.36 eV
SMILES: CCC/C(Br)=N/F.FN(F)F
2S+1: 1

***

Record 4
2 unconnected molecules or ions with the total composition C4H7BrN, computed with the ωB97M-V functional and the def2-TZVPD basis.

```
13
Properties=species:S:1:pos:R:3
Br -3.810 -0.626 -0.528
C 0.761 -0.052 1.386
C 0.350 -0.737 0.088
C -0.367 0.175 -0.901
C 0.432 1.335 -1.269
N 1.080 2.242 -1.549
H 1.466 0.756 1.177
H 1.289 -0.759 2.031
H -0.099 0.314 1.944
H -0.323 -1.569 0.309
H 1.222 -1.215 -0.368
H -1.338 0.515 -0.527
H -0.663 -0.380 -1.793
```

## Properties
HOMO energy: -3.96 eV
charge: -1
lowest unoccupied orbital energy: 3.70 eV
2S+1: 1

***

Calculated HOMO-LUMO gap in order - 3.54; 4.25; 10.93; 7.66 eV
Calculated E in order - -5767.90533; -4625.24680; -3239.30474; -2785.47513 Eh